Here is a molecular structure, C16H32BrClN5O3PSbTl from OMol25. Energies are from ωB97M-V/def2-TZVPD.

As for the electronic energy: -4916.67260 a.u. The charge is 0.

CARTESIAN COORDINATES (ANGSTROEM)
Tl1 2.147 -1.459 -0.038
Br1 3.974 -1.594 -3.713
C1 4.893 -0.464 -2.500
C2 6.023 0.208 -2.940
C3 6.681 1.014 -2.026
C4 6.192 1.114 -0.733
C5 5.048 0.409 -0.404
N1 4.410 -0.379 -1.277
H1 6.365 0.101 -3.959
H2 7.560 1.569 -2.329
H3 6.679 1.734 0.007
H4 4.597 0.484 0.579
Cl1 1.866 1.079 0.971
C6 0.846 1.284 6.103
Sb1 0.284 0.793 4.057
C7 -1.132 -0.717 4.718
C8 1.809 -0.711 3.858
H5 0.914 0.394 6.732
H6 0.106 1.963 6.531
H7 1.812 1.794 6.107
H8 -0.629 -1.411 5.393
H9 -1.508 -1.273 3.857
H10 -1.976 -0.269 5.247
H11 1.777 -1.388 4.713
H12 2.789 -0.242 3.778
H13 1.616 -1.272 2.945
C9 -3.609 0.259 2.420
O1 -2.951 -0.347 1.310
P1 -1.355 -0.005 1.049
O2 -1.496 1.163 -0.075
C10 -1.188 2.516 0.286
O3 -1.120 -1.193 -0.055
C11 -1.461 -2.540 0.266
H14 -4.454 0.845 2.054
H15 -2.941 0.923 2.979
H16 -3.976 -0.516 3.093
H17 -0.351 2.559 0.981
H18 -2.064 2.999 0.727
H19 -0.917 3.042 -0.628
H20 -0.945 -2.882 1.169
H21 -1.144 -3.148 -0.578
H22 -2.536 -2.638 0.410
C12 -3.520 0.704 -2.425
C13 -3.264 -0.076 -3.713
C14 -3.512 -1.569 -3.504
C15 -1.863 0.222 -4.263
N2 -0.774 -0.191 -3.382
C16 0.086 0.550 -2.675
N3 0.944 -0.239 -2.082
N4 0.578 -1.496 -2.449
N5 -0.436 -1.478 -3.230
H23 -4.554 0.566 -2.105
H24 -3.352 1.775 -2.569
H25 -2.870 0.363 -1.616
H26 -3.953 0.279 -4.486
H27 -2.914 -1.955 -2.678
H28 -3.264 -2.144 -4.399
H29 -4.564 -1.738 -3.266
H30 -1.753 1.294 -4.422
H31 -1.717 -0.289 -5.214
H32 0.065 1.625 -2.605